# 1
This record from the OMol25 dataset describes 2 unconnected molecules or ions with the total composition C6H12O2. The level of theory is wB97M-V/def2-TZVPD.

CARTESIAN COORDINATES (ANGSTROEM)
C  -0.42918  0.42168  1.59345
C  -1.35161  1.16229  2.56291
C  0.85223  -1.76140  -0.45757
O  -0.20909  -2.34470  -0.57090
H  1.47756  -1.85333  0.45639
H  0.61382  0.52679  1.89774
H  -0.70336  -0.63966  1.58450
H  -1.06065  2.21037  2.64167
H  -1.28438  0.70385  3.55520
H  -2.39124  1.09541  2.24476
C  1.16100  -0.48859  -1.28056
C  0.53913  -0.39216  -2.65150
C  -0.59344  0.92055  0.18525
O  0.07162  1.79532  -0.32786
H  -1.63400  0.73402  -0.21280
H  1.71694  0.31962  -0.80767
H  2.11797  -1.29213  -1.36769
H  1.16133  0.18013  -3.33076
H  -0.43685  0.06270  -2.59748
H  0.38221  -1.36076  -3.11706

structure (SMILES)	CCC=O.CCC=O
HOMO	-9.6	eV
E_LUMO	0.8	eV
orbital gap	10.40	eV

These are the Mulliken partial charges, in e, on atoms 1 to 2:
1. C -0.2644
2. C -1.3280


# 2
This record from the OMol25 dataset describes 11 unconnected molecules or ions with the total composition C20H60IO20. The level of theory is wB97M-V/def2-TZVPD.

CARTESIAN COORDINATES (ANGSTROEM)
I  -0.49584  -1.12592  2.58529
C  -3.84571  1.98603  2.98794
C  -3.29754  1.63492  4.33723
O  -1.85891  1.74948  4.32366
O  -3.47344  1.03959  1.90570
H  -3.35368  2.88559  2.69625
H  -4.97996  1.93511  2.97780
H  -3.65217  0.55063  4.53008
H  -3.60180  2.23944  5.21566
H  -1.52794  0.85634  4.10575
H  -2.61229  0.61933  2.14776
C  3.68807  3.67840  1.50274
C  5.12245  3.20949  1.24826
O  5.50028  2.04168  1.90691
O  2.78290  2.94884  0.65921
H  3.47900  4.72791  1.34222
H  3.39632  3.52420  2.59611
H  5.75528  4.00574  1.65501
H  5.27314  3.21104  0.17065
H  5.14118  1.36459  1.28992
H  2.68347  2.00488  1.01240
C  -2.05591  3.77103  0.24460
C  -0.62434  3.71425  0.74312
O  0.18224  3.24820  -0.30281
O  -2.55373  2.55880  -0.22563
H  -2.11418  4.35065  -0.67551
H  -2.70661  4.34049  0.95010
H  -0.58966  3.02201  1.65726
H  -0.30225  4.68916  1.06629
H  0.99076  2.98104  0.15105
H  -2.70725  1.94996  0.55534
C  2.23908  -4.01435  -2.90999
C  2.95830  -4.88859  -3.85413
O  3.88655  -4.17543  -4.65891
O  3.12786  -3.62304  -1.89427
H  1.42632  -4.55072  -2.45827
H  1.79406  -3.07457  -3.40241
H  2.29165  -5.40025  -4.54583
H  3.47005  -5.66508  -3.26403
H  4.45500  -3.59808  -4.13302
H  2.66120  -2.96874  -1.39439
C  3.43363  4.84299  -3.03651
C  2.11205  5.19989  -2.36391
O  2.24705  5.68260  -1.02491
O  4.41110  5.88450  -2.75010
H  3.39472  4.83288  -4.06877
H  3.81458  3.88532  -2.73278
H  1.36635  4.46549  -2.38779
H  1.70211  6.11755  -2.91034
H  2.17062  4.89865  -0.38518
H  4.22686  6.18642  -1.84609
C  2.99505  -2.31621  1.04123
C  3.29295  -1.15966  1.88743
O  3.54727  0.02674  1.16032
O  2.08973  -1.91783  -0.02174
H  2.51255  -3.14678  1.65026
H  3.79680  -2.76091  0.43479
H  4.23748  -1.38327  2.32242
H  2.54507  -0.86675  2.59709
H  3.26372  -0.13192  0.21234
H  1.20893  -1.77090  0.37389
C  1.78618  1.14740  -1.90482
C  1.06056  0.53036  -3.08443
O  1.07940  -0.90493  -3.13453
O  3.13342  0.55637  -1.73742
H  1.24984  0.95457  -0.97679
H  1.87379  2.21754  -2.08629
H  1.66685  0.82816  -3.95825
H  0.08939  0.91315  -3.37457
H  0.24119  -1.17353  -2.60118
H  2.95231  -0.43895  -1.82678
C  -2.61481  -0.62913  -1.86302
C  -2.25892  -2.00353  -1.25641
O  -1.28891  -2.54612  -2.09241
O  -1.46842  0.13906  -2.00127
H  -3.44555  -0.12908  -1.31353
H  -3.10993  -0.73326  -2.76754
H  -3.10404  -2.73097  -1.15100
H  -1.89269  -1.84111  -0.27009
H  -0.95900  -3.29873  -1.57878
H  -1.40545  0.90422  -1.40807
C  -5.24967  -1.82264  1.28375
C  -6.49457  -1.56695  0.53805
O  -7.57649  -1.42975  1.52999
O  -5.28904  -3.17320  1.69591
H  -5.14661  -1.19575  2.17382
H  -4.32905  -1.61214  0.65752
H  -6.64190  -2.44258  -0.05581
H  -6.42086  -0.59581  -0.04949
H  -7.43597  -2.27486  1.98016
H  -4.59403  -3.46510  2.23422
C  -1.81015  -4.85862  2.50719
C  -1.37424  -4.94747  1.12646
O  -2.49522  -5.22569  0.25710
O  -2.74197  -3.79787  2.70861
H  -0.97944  -4.71208  3.18508
H  -2.32854  -5.73701  2.68082
H  -0.58186  -5.70661  1.04945
H  -0.96885  -3.97193  0.71278
H  -3.13319  -4.58965  0.53004
H  -2.31412  -2.95859  2.64478

HOMO	-6.4	eV
E_LUMO	2.3	eV
orbital gap	8.78	eV
net charge	-1

These are the Mulliken partial charges, in e, on atoms 1 to 2:
1. I -0.4416
2. C -0.0205


# 3
This record from the OMol25 dataset describes 2 unconnected molecules or ions with the total composition C6H7NS. The level of theory is wB97M-V/def2-TZVPD.

CARTESIAN COORDINATES (ANGSTROEM)
C  -1.48313  -2.04237  1.21885
C  -0.73315  -0.82300  1.48601
C  -1.96990  -2.06802  -0.05469
C  -0.48904  -0.27468  0.29268
C  1.19033  2.31965  -0.72936
C  1.98463  1.12135  -0.93488
N  1.20811  1.39311  0.29479
S  -1.33344  -0.83747  -1.06118
H  -1.83892  -2.86309  1.83526
H  -0.42049  -0.61172  2.52529
H  -2.72803  -2.61173  -0.57456
H  1.60843  3.33397  -0.70505
H  0.29785  2.27660  -1.24008
H  1.73384  0.43173  -1.67400
H  2.97290  1.25568  -0.67909

HOMO	-8.8	eV
E_LUMO	-0.8	eV
orbital gap	7.98	eV

These are the Mulliken partial charges, in e, on atoms 1 to 2:
1. C -0.3380
2. C -0.6295


# 4
This record from the OMol25 dataset describes 2 unconnected molecules or ions with the total composition C9H14. The level of theory is wB97M-V/def2-TZVPD.

CARTESIAN COORDINATES (ANGSTROEM)
C  0.96980  -1.36765  1.70060
C  -0.46774  2.02499  0.99062
C  0.48921  1.04905  1.22101
C  -1.72534  1.66965  0.50708
C  0.01340  -0.29031  1.40441
C  -2.04078  0.26727  0.47178
C  -1.32291  -0.68606  1.14792
H  -0.06762  3.01647  1.17494
H  1.48684  1.45376  1.19031
H  -2.54361  2.32049  0.23448
H  -2.95877  0.03270  -0.05896
H  1.33262  -1.87879  0.80174
H  0.63637  -2.01665  2.49485
H  -1.77613  -1.65563  1.27355
H  1.90975  -0.93655  2.08735
C  1.23358  0.18192  -1.99627
C  0.22071  -0.95570  -2.19041
H  0.78855  1.02895  -1.48566
H  2.07143  -0.08790  -1.32488
H  1.82746  0.55918  -2.82739
H  0.11046  -1.23238  -3.24071
H  0.56844  -1.87303  -1.71582
H  -0.75572  -0.62380  -1.86054

HOMO (spin up / spin down)	-14.7 / -14.6	eV
multiplicity	2
E_LUMO (spin up / spin down)	-4.3 / -8.2	eV
orbital gap (spin up / spin down)	10.33 / 6.45	eV
net charge	+1
expectation value of S²	0.769

These are the Mulliken partial charges, in e, on atoms 1 to 2:
1. C -1.3014
2. C -0.4302


# 5
This record from the OMol25 dataset describes a molecular structure, C3H3CrFO2. The level of theory is wB97M-V/def2-TZVPD.

CARTESIAN COORDINATES (ANGSTROEM)
H  0.32186  -1.33558  0.83997
F  -1.00328  1.51599  -0.78595
O  0.34231  0.75922  0.82825
O  0.64297  -0.69401  -0.81266
C  -0.90394  0.53965  0.20795
C  -0.66568  -0.86504  -0.29187
C  1.23569  -0.15265  0.30498
H  -1.71788  0.69329  0.92109
H  -1.34670  -1.25734  -1.04663
Cr  3.09465  0.79648  -0.16513

HOMO (spin up / spin down)	-19.8 / -19.8	eV
multiplicity	5
E_LUMO (spin up / spin down)	-13.6 / -12.3	eV
orbital gap (spin up / spin down)	6.19 / 7.50	eV
net charge	+2
expectation value of S²	6.267

These are the Mulliken partial charges, in e, on atoms 1 to 2:
1. H 0.4079
2. F -0.1871


# 6
This record from the OMol25 dataset describes C5H9N3 in the gas phase. The level of theory is wB97M-V/def2-TZVPD.

CARTESIAN COORDINATES (ANGSTROEM)
C  2.28582  0.25883  -0.05333
C  0.85560  0.23034  0.19445
C  0.19642  1.43918  -0.00766
C  -2.04556  0.96120  0.07344
C  0.19172  -1.16382  0.36531
H  2.95729  -0.32209  0.74569
H  2.69626  1.19975  -0.31676
H  2.53180  -0.33253  -1.00392
H  0.86886  2.25783  -0.28641
H  -3.04096  1.41455  0.07768
H  -2.93180  -0.79321  -0.06931
H  -1.50203  -2.09800  -0.67897
H  0.10572  -1.44298  1.38413
H  0.99763  -1.80221  -0.22171
N  -1.06033  1.77786  0.02779
N  -2.05997  -0.39466  0.17098
N  -1.04648  -1.19004  -0.40142

structure (SMILES)	CC1=CN=CNNC1
HOMO	-7.4	eV
E_LUMO	0.7	eV
orbital gap	8.07	eV

These are the Mulliken partial charges, in e, on atoms 1 to 2:
1. C -1.5167
2. C 0.8942


Here are the calculated energy relative to the best compared isomer or geometry (same formula, charge and spin) numbers, same order: 3.3462 0.0000 6.4254 1.0330 2.4679 3.2514 (eV).